# 1
Molecular formula: C26H19BrF6N5O7PdS2
Method: DFT, the ωB97M-V functional and the def2-TZVPD basis

Geometry (Å):
Pd: 0.372 1.547 -0.796
Br: -1.152 2.143 2.874
S: 3.035 2.212 -0.171
S: 0.978 4.111 -0.069
F: 0.784 5.719 -2.244
F: 0.058 3.690 -2.449
F: 4.473 1.421 -2.335
F: 3.259 -0.102 -1.413
F: 2.332 1.443 -2.612
F: -1.108 5.153 -1.382
O: 4.282 2.719 0.256
O: -0.070 3.294 0.509
O: 0.993 -2.409 -2.094
O: 2.351 1.309 0.728
O: 1.458 5.175 0.726
O: 0.356 -0.246 -1.711
O: -3.857 0.034 2.200
N: 2.043 3.247 -0.818
N: -5.287 1.748 2.499
N: 1.094 -1.586 0.144
N: -0.069 0.080 1.385
N: -2.023 1.685 -1.015
C: 0.627 -1.036 1.295
C: 1.030 0.470 3.503
C: 2.159 -2.765 1.867
C: 2.120 -2.433 0.406
C: 4.312 -3.312 0.131
C: 0.018 0.745 2.531
C: 0.141 4.758 -1.618
C: 3.141 -2.856 -0.435
C: -4.312 1.101 1.840
C: -2.670 2.587 -1.751
C: -4.441 2.758 -0.145
C: 3.535 -2.979 2.391
C: 0.406 -1.438 -1.226
C: -2.911 -2.969 -2.131
C: -2.213 -3.757 -3.076
C: -3.877 3.145 -1.351
C: -3.811 1.751 0.578
C: 1.666 -0.713 3.473
C: -2.203 -2.101 -1.286
C: -0.104 -3.339 -1.920
C: -0.862 -3.889 -3.075
C: 3.321 1.192 -1.737
C: -0.861 -2.288 -1.185
C: -2.604 1.253 0.094
C: 4.526 -3.300 1.535
C: 1.183 -1.749 2.501
H: -3.986 -2.909 -2.174
H: -5.558 2.690 2.289
H: -5.364 3.209 0.192
H: 1.257 1.238 4.224
H: 2.452 -0.960 4.164
H: 3.686 -2.980 3.459
H: 5.132 -3.598 -0.510
H: -0.324 -4.444 -3.826
H: -2.705 -1.281 -0.796
H: -2.120 0.461 0.657
H: -2.789 -4.232 -3.855
H: -2.225 2.847 -2.701
H: 0.369 -2.291 3.011
H: 5.515 -3.519 1.907
H: 3.070 -2.722 -1.502
H: -5.622 1.339 3.356
H: -4.362 3.879 -1.973
H: 1.691 -3.764 1.958
H: 0.267 -4.181 -1.302

Cartesian forces, eV/Å:
-1.08 -1.01 0.48
-0.10 0.01 0.50
1.63 -0.84 -0.15
-0.27 2.34 -0.19
0.23 -0.10 0.40
-0.04 0.36 -0.18
-0.07 0.28 0.44
0.18 0.19 0.16
0.57 -0.06 -0.06
0.39 0.04 0.46
0.30 0.40 -0.02
-0.26 -0.68 -0.07
0.45 0.38 -0.38
-0.57 -0.15 -0.14
0.24 0.33 0.08
0.21 0.89 0.03
0.06 -0.17 0.07
-0.34 -0.16 -0.39
-0.32 0.18 0.37
0.95 -0.59 -0.16
-0.07 -0.09 -0.08
0.40 0.05 -0.10
-0.11 0.16 1.23
0.23 -0.26 0.16
0.12 0.13 -0.05
-0.60 0.37 0.54
-0.69 0.25 -0.43
-0.19 -0.49 -0.39
-0.30 -0.24 -0.70
0.76 -0.42 -0.60
0.11 0.04 -0.41
-0.46 0.13 -0.11
0.26 -0.31 0.05
0.19 -0.13 -0.32
-0.92 -0.76 -0.09
-0.20 0.15 0.13
0.25 -0.24 -0.26
0.15 -0.02 -0.05
0.13 -0.06 -0.22
-0.12 0.15 -0.19
0.42 0.08 0.37
-0.56 -0.42 0.44
0.19 0.20 0.01
-0.29 -0.26 -0.66
-0.14 -0.23 -0.19
-0.41 -0.21 0.31
-0.04 0.14 0.88
-0.12 0.20 0.02
-0.11 -0.02 -0.05
0.01 -0.01 -0.03
-0.09 0.00 -0.04
0.07 0.01 0.12
0.14 0.02 0.19
0.05 -0.03 0.13
0.02 0.01 -0.12
-0.07 -0.16 -0.15
-0.08 0.12 -0.01
-0.04 0.26 -0.17
-0.04 -0.12 -0.07
0.05 0.13 0.05
0.06 0.02 -0.19
0.05 -0.06 0.07
-0.03 -0.03 0.01
0.00 0.01 -0.01
-0.01 0.08 -0.09
-0.04 0.10 -0.14
-0.07 0.11 -0.04

Output
Energy above the lowest of the compared OMol25 structures with the same formula, charge and spin = 6.008 eV
Max |F| = 2.4 eV Å⁻¹
Calculated total energy = -5899.62458 a.u.
Orbital gap (spin up / spin down) = 5.38 / 6.54 eV
E_LUMO (spin up / spin down) = -4.555 / -5.280 eV
Charge = +1
Spin multiplicity = 5

# 2
Molecular formula: C26H20AuN4O4
Method: DFT, the ωB97M-V functional and the def2-TZVPD basis

Geometry (Å):
Au: -0.227 0.032 0.415
O: -6.053 3.189 -3.686
O: -3.888 3.346 -4.126
O: 5.921 -3.334 3.012
O: 7.395 -3.537 1.365
N: -2.387 -0.386 0.393
N: 2.054 0.019 -0.155
N: -0.534 -1.219 2.131
N: -0.007 1.562 -1.081
C: -4.775 1.958 -1.155
C: 3.990 -2.909 0.935
C: -3.231 0.225 -0.577
C: -2.795 -1.092 1.366
C: -3.588 0.750 -2.879
C: -0.810 3.259 -2.556
C: -2.197 -2.325 3.443
C: 0.423 3.354 -3.162
C: 2.277 0.843 -1.111
C: -4.150 1.186 -0.181
C: -1.222 -2.714 4.359
C: -0.984 2.356 -1.504
C: 2.960 -2.140 0.457
C: 0.394 -1.582 3.012
C: 4.315 -0.123 0.760
C: 0.087 -2.331 4.142
C: 5.348 -0.878 1.254
C: 5.212 -2.284 1.284
C: -4.447 1.781 -2.492
C: 6.293 -3.119 1.871
C: -1.820 -1.576 2.349
C: 3.124 -0.750 0.348
C: 1.215 1.677 -1.653
C: 1.465 2.555 -2.686
C: -4.787 2.826 -3.524
C: -2.982 -0.037 -1.922
H: 3.884 -3.982 1.030
H: -3.235 -2.593 3.584
H: -5.456 2.746 -0.856
H: 4.404 0.955 0.717
H: -2.287 -0.818 -2.208
H: 2.455 2.615 -3.119
H: -4.329 1.382 0.869
H: -1.939 2.275 -1.005
H: -6.675 2.602 -3.236
H: 3.266 0.936 -1.559
H: 0.585 4.036 -3.986
H: 7.532 -3.295 0.433
H: 2.030 -2.598 0.145
H: 0.873 -2.597 4.835
H: 6.258 -0.406 1.604
H: -1.491 -3.298 5.230
H: 1.408 -1.259 2.816
H: -1.655 3.846 -2.892
H: -3.849 -1.341 1.482
H: -3.366 0.611 -3.929

Cartesian forces, eV/Å:
-0.02 0.01 0.00
0.01 -0.01 -0.04
0.00 -0.01 0.01
0.00 0.04 0.01
0.02 0.02 0.01
-0.01 0.00 0.00
0.03 -0.03 0.01
0.00 0.03 -0.04
0.00 -0.01 0.04
0.01 0.01 0.00
-0.02 0.01 -0.01
0.00 -0.02 -0.01
-0.01 0.00 -0.01
-0.03 0.01 0.01
0.00 0.01 -0.02
0.00 0.00 0.00
0.00 -0.01 0.00
0.00 0.01 -0.01
-0.02 0.01 0.00
0.00 0.00 0.00
0.01 -0.01 0.00
0.01 -0.01 0.00
0.01 0.00 0.01
0.03 -0.01 0.01
0.01 0.00 -0.01
-0.02 0.02 0.00
0.02 0.01 0.02
0.04 -0.03 -0.03
-0.02 -0.09 -0.03
0.01 -0.02 0.02
-0.02 0.01 -0.01
0.02 0.00 -0.01
0.00 0.00 0.00
-0.04 0.03 0.04
0.01 -0.01 0.00
0.01 0.00 0.00
0.00 0.00 0.00
0.00 0.00 0.00
-0.01 0.00 0.00
0.01 0.00 0.00
0.00 0.00 0.00
0.01 0.00 0.00
-0.01 -0.01 0.00
0.00 0.01 0.01
0.00 0.00 0.00
0.00 0.00 0.00
0.00 0.01 0.00
0.00 0.00 0.00
0.00 0.00 0.00
0.00 0.00 0.00
0.00 0.00 0.00
0.00 0.00 0.00
-0.01 0.00 0.01
0.00 0.00 0.00
0.01 -0.01 0.00

Output
Max |F| = 0.1 eV Å⁻¹
Calculated total energy = -1657.43520 a.u.
Orbital gap (spin up / spin down) = 6.90 / 4.13 eV
E_LUMO (spin up / spin down) = -9.774 / -12.675 eV
Charge = +3
Spin multiplicity = 3

# 3
Molecular formula: C26H20BrN5O2RuS2
Method: DFT, the ωB97M-V functional and the def2-TZVPD basis

Geometry (Å):
Ru: 0.968 -0.006 -1.274
Br: 4.295 -1.060 -3.065
S: -0.876 0.329 -2.905
S: -3.575 -0.572 -1.818
O: 0.463 1.411 0.460
O: 0.494 -0.039 4.422
N: 1.430 -0.017 1.949
N: -1.330 -0.691 -0.517
N: 0.813 -2.701 0.831
N: 2.646 1.120 -2.561
N: 2.412 -0.327 1.205
C: 2.557 -1.149 0.229
C: 1.526 -2.164 -0.146
C: -3.146 -2.047 2.385
C: 2.277 2.401 -2.634
C: -2.830 1.935 2.973
C: 0.465 0.860 1.587
C: 4.495 1.608 -3.994
C: 2.576 4.793 -3.350
C: -2.274 -1.159 0.348
C: -2.068 -1.597 1.657
C: 4.114 2.933 -4.051
C: -3.583 -1.182 -0.191
C: 3.735 0.747 -3.221
C: 2.988 3.362 -3.349
C: -1.751 1.760 2.140
C: -1.651 0.809 4.740
C: -2.775 1.455 4.284
C: -4.661 -1.643 0.548
C: -0.368 -4.037 -0.745
C: -1.847 -0.330 -1.662
C: -0.079 -3.635 0.555
C: -4.430 -2.082 1.836
C: -0.595 1.090 2.570
C: 0.351 -3.473 -1.786
C: -0.545 0.605 3.902
C: 1.339 -2.529 -1.507
H: -1.076 -1.591 2.076
H: 1.544 4.894 -3.677
H: -2.996 -2.392 3.396
H: -1.778 2.125 1.124
H: 5.363 1.244 -4.521
H: -5.252 -2.462 2.422
H: 1.202 -0.154 3.757
H: 2.029 -2.230 -2.294
H: -5.650 -1.647 0.117
H: 1.370 2.667 -2.090
H: -1.116 -4.791 -0.928
H: -3.613 1.608 4.945
H: 4.693 3.637 -4.629
H: -1.589 0.433 5.750
H: 2.644 5.204 -2.344
H: 0.182 -3.783 -2.808
H: 3.564 -1.271 -0.164
H: -3.722 2.427 2.617
H: 3.217 5.379 -4.004
H: -0.574 -4.075 1.410

Cartesian forces, eV/Å:
-1.10 0.67 -0.46
-0.01 0.16 -0.06
0.86 0.07 -0.18
0.58 0.03 0.26
0.33 -0.49 -0.14
0.31 -0.18 0.30
0.92 -1.47 0.97
0.74 0.39 -0.70
0.18 0.24 0.57
-0.08 -0.39 0.26
-0.20 0.49 -0.46
0.36 -0.48 0.44
-0.22 -0.42 -0.96
-0.09 -0.09 0.03
0.10 0.50 -0.17
0.10 0.03 -0.30
-1.12 1.46 -0.56
-0.04 -0.21 0.09
-0.16 0.13 0.09
-1.21 -0.39 0.30
-0.06 0.05 -0.18
-0.31 -0.08 0.27
0.39 0.01 0.22
0.07 -0.08 0.04
0.15 -0.30 -0.01
-0.34 0.16 0.01
0.18 -0.12 0.00
0.32 -0.04 -0.10
0.02 0.03 -0.02
0.19 0.15 -0.36
-0.65 -0.19 0.23
0.14 0.11 -0.12
-0.07 0.00 0.00
0.59 -0.18 -0.03
-0.28 -0.09 0.20
-0.28 0.21 -0.28
0.57 -0.11 0.53
0.10 0.01 0.09
-0.07 0.10 -0.06
0.02 -0.03 0.13
0.00 -0.01 -0.08
0.04 -0.04 -0.01
-0.07 0.01 0.07
-0.30 -0.03 0.10
-0.12 0.06 0.20
-0.15 -0.07 0.02
0.17 0.04 -0.12
-0.09 -0.07 -0.02
-0.10 -0.04 0.10
0.04 0.07 -0.06
0.02 -0.02 0.10
0.00 0.09 0.05
-0.03 0.01 -0.01
-0.14 0.29 -0.13
-0.02 0.08 -0.05
-0.05 0.05 -0.02
-0.12 -0.06 -0.01

Output
Max |F| = 2.0 eV Å⁻¹
Calculated total energy = -4892.02999 a.u.
Orbital gap (spin up / spin down) = 7.05 / 5.19 eV
E_LUMO (spin up / spin down) = -3.539 / -5.417 eV
Charge = +1
Spin multiplicity = 6

# 4
Molecular formula: C26H20N2O8
Method: DFT, the ωB97M-V functional and the def2-TZVPD basis

Geometry (Å):
O: -6.282 -0.356 -1.678
O: 1.412 -3.098 5.144
O: 1.824 -5.597 5.913
O: -8.321 1.151 -5.626
O: 5.774 -5.933 3.404
O: 5.403 -3.409 2.699
O: -6.935 3.405 -5.619
O: -4.956 1.934 -1.627
N: 3.825 0.582 1.423
N: 3.189 -0.955 -0.901
C: 2.494 -3.720 4.695
C: 2.663 -5.139 5.162
C: -1.573 0.630 -2.440
C: 2.593 0.251 -0.648
C: 4.354 -0.581 1.143
C: 3.815 -5.888 4.688
C: 3.384 -3.134 3.882
C: -5.876 2.777 -3.626
C: -6.736 2.545 -4.626
C: 2.581 3.098 1.905
C: -6.499 0.514 -2.658
C: 4.702 -5.303 3.873
C: 2.920 1.004 0.486
C: -7.547 1.281 -4.697
C: 0.323 4.216 2.723
C: -5.707 1.789 -2.573
C: -7.361 0.284 -3.656
C: -0.725 1.423 -3.091
C: 4.546 -3.877 3.427
C: 1.055 1.946 -1.403
C: 1.348 3.683 2.418
C: 1.392 2.705 -0.254
C: 1.659 0.744 -1.570
C: 0.026 2.519 -2.349
C: 4.047 -1.345 0.003
C: 2.281 2.255 0.662
H: 0.945 -3.743 5.710
H: 4.564 -2.284 -0.141
H: -0.695 4.504 2.781
H: 3.919 -6.913 5.017
H: -0.549 1.292 -4.151
H: -7.937 -0.628 -3.725
H: -1.722 -0.390 -2.770
H: 5.097 -0.973 1.826
H: -0.721 3.097 -1.805
H: -2.126 0.954 -1.566
H: 1.425 0.137 -2.430
H: -5.619 0.057 -1.092
H: -5.289 3.682 -3.564
H: 0.897 3.658 -0.149
H: 3.271 3.896 1.642
H: 3.273 -2.113 3.542
H: 0.521 3.195 -3.046
H: 3.014 2.460 2.667
H: 6.245 -5.285 2.845
H: -7.604 2.995 -6.200

Cartesian forces, eV/Å:
0.13 0.22 0.01
0.04 -0.24 0.08
-0.16 0.19 0.02
0.04 0.21 -0.14
-0.03 0.25 -0.07
0.16 -0.20 -0.07
-0.14 -0.21 -0.01
0.00 -0.22 0.15
-0.27 -0.48 -0.79
0.00 0.10 0.33
-0.03 0.37 -0.14
0.29 -0.38 -0.05
-0.07 -0.14 -0.45
0.37 -0.48 -0.28
0.50 0.23 0.73
-0.14 -0.03 0.11
0.16 0.04 -0.12
0.09 -0.01 0.15
0.23 0.32 0.04
-0.40 -0.49 -0.14
-0.21 -0.32 -0.05
0.03 -0.37 0.12
0.03 0.44 0.57
-0.07 -0.41 0.22
-0.49 -0.27 -0.27
0.09 0.40 -0.25
-0.10 0.02 -0.15
-0.03 0.39 0.44
-0.33 0.38 0.05
-0.06 0.52 0.55
0.35 0.26 -0.15
-0.27 -0.15 -0.80
-0.24 -0.25 -0.67
-0.77 -0.20 -0.68
-0.20 0.02 -0.46
0.21 0.61 0.84
-0.02 0.00 0.03
-0.03 -0.13 -0.08
-0.08 0.31 0.38
0.03 0.00 -0.01
0.72 -0.61 0.11
0.00 -0.01 0.02
-0.81 0.21 -0.51
0.00 -0.02 0.12
0.18 0.17 0.28
0.69 -0.19 0.58
0.04 -0.22 -0.02
0.01 0.00 0.03
-0.01 0.01 -0.02
0.01 0.14 0.32
0.26 0.03 0.11
-0.03 0.01 0.03
0.00 0.12 -0.05
0.32 0.05 0.01
0.03 0.01 -0.01
-0.03 0.00 -0.02

Output
SMILES string = C#CCc1cc(CC=C)cc2nccnc12.O=C1C=C(O)C(=O)C=C1O.O=C1C=C(O)C(=O)C=C1O
Max |F| = 1.1 eV Å⁻¹
Calculated total energy = -1714.08460 a.u.
Orbital gap = 7.18 eV
E_LUMO = -1.609 eV
Spin multiplicity = 1